A 2-piece molecular cluster, C5H13NO overall at a distorted geometry, computed with ωB97M-V with the def2-TZVPD basis set.

Each atom is followed by the atoms it is bonded to, with distances in Å.
Atoms and positions in Å:
1 C 2.22471 -1.03216 1.74378  N2 1.471, H7 1.162, H8 1.091, H9 1.043
2 N 0.96330 -1.00654 0.98762  C1 1.471, C3 1.540, C6 1.515
3 C 0.66827 -1.87528 -0.24868  N2 1.540, C4 1.602, H10 1.129, H11 1.134
4 C -0.33707 -0.95272 -1.08897  C3 1.602, C5 1.503, H12 1.198, H13 1.081
5 C -0.10492 0.45500 -0.61620  C4 1.503, C6 1.579, H14 1.163, H15 1.081
6 C 1.02026 0.42365 0.49083  N2 1.515, C5 1.579, H16 1.085, H17 1.087
7 H 2.53238 -2.12059 2.00895  C1 1.162
8 H 2.04050 -0.43453 2.63721  C1 1.091
9 H 3.07121 -0.65145 1.26724  C1 1.043
10 H 1.50492 -2.41687 -0.77855  C3 1.129
11 H 0.08609 -2.70742 0.25554  C3 1.134
12 H -1.44722 -1.29413 -0.79356  C4 1.198
13 H -0.12961 -0.95612 -2.14956  C4 1.081
14 H -0.98995 0.96134 -0.05714  C5 1.163
15 H 0.34376 1.05346 -1.39689  C5 1.081
16 H 1.95406 0.42345 -0.06101  C6 1.085
17 H 1.01741 0.91016 1.46341  C6 1.087
18 H -5.19980 3.43630 -1.77637  O20 0.905
19 H -4.23311 4.17610 -0.97331  O20 0.944
20 O -4.98520 3.60835 -0.91435  H18 0.905, H19 0.944

Computed properties:
**Relative energy (zero: lowest compared OMol25 entry of this formula, charge and spin)**: 278.9 kJ/mol
**Orbital gap**: 9.387 eV
**Energy**: -8931.120 eV
**SMILES**: CN1CCCC1.O

A 2-piece molecular cluster, C5H13NO overall at a distorted geometry, computed with ωB97M-V with the def2-TZVPD basis set.

Each atom is followed by the atoms it is bonded to, with distances in Å.
Atoms and positions in Å:
1 C 1.83447 -0.16081 1.92550  C2 1.493, H7 1.096, H8 1.091, H9 1.097
2 C 0.56356 -0.71712 1.37335  C1 1.493, C3 1.333, H10 1.086
3 C -0.51408 -0.01505 1.02400  C2 1.333, N4 1.386, H11 1.092
4 N -1.65801 -0.57718 0.47988  C3 1.386, C5 1.453, H12 1.005
5 C -2.22417 0.01851 -0.71838  N4 1.453, C6 1.547, H13 1.091, H14 1.080
6 C -1.30956 -0.02752 -1.96526  C5 1.547, H15 1.102, H16 1.086, H17 1.091
7 H 2.00241 -0.43258 2.97394  C1 1.096
8 H 2.68813 -0.52376 1.35146  C1 1.091
9 H 1.88792 0.93414 1.95006  C1 1.097
10 H 0.63647 -1.69642 0.91077  C2 1.086
11 H -0.53888 1.07092 1.14007  C3 1.092
12 H -1.76374 -1.57573 0.52475  N4 1.005
13 H -2.50490 1.05799 -0.54103  C5 1.091
14 H -3.11010 -0.55608 -0.94447  C5 1.080
15 H -0.45611 -0.69261 -1.75613  C6 1.102
16 H -0.87404 0.94404 -2.18067  C6 1.086
17 H -1.73722 -0.51572 -2.84270  C6 1.091
18 H 2.76059 1.28183 -1.58184  O20 0.957
19 H 2.05603 1.38830 -0.19743  O20 0.962
20 O 2.26121 0.79488 -0.92588  H18 0.957, H19 0.962

Computed properties:
**Relative energy (zero: lowest compared OMol25 entry of this formula, charge and spin)**: 159.3 kJ/mol
**Orbital gap**: 8.533 eV
**Energy**: -8932.360 eV
**SMILES**: C/C=C/NCC.O

A 2-piece molecular cluster, C5H13NO overall at a distorted geometry, computed with ωB97M-V with the def2-TZVPD basis set.

Each atom is followed by the atoms it is bonded to, with distances in Å.
Atoms and positions in Å:
1 C -0.67342 -2.36086 1.14726  C2 1.518, H7 1.067, H8 1.089, H9 1.049
2 C -0.41053 -1.77304 -0.22764  C1 1.518, C3 1.501, H10 1.218, H11 1.155
3 C -1.07589 -0.46263 -0.53124  C2 1.501, C4 1.336, N6 1.428
4 C -2.00653 -0.28350 -1.47246  C3 1.336, H12 1.170, H13 1.090
5 C -0.71912 1.99327 -0.43302  N6 1.527, H14 1.026, H15 1.156, H16 1.101
6 N -0.61320 0.63482 0.25578  C3 1.428, C5 1.527, H17 0.977
7 H -0.00872 -1.81645 1.78000  C1 1.067
8 H -0.61987 -3.44793 1.16662  C1 1.089
9 H -1.64080 -2.02772 1.37772  C1 1.049
10 H 0.78800 -1.70670 -0.43646  C2 1.218
11 H -0.61039 -2.54084 -1.06759  C2 1.155
12 H -1.98348 -0.81000 -2.51707  C4 1.170
13 H -2.87786 0.37086 -1.50514  C4 1.090
14 H -1.36452 1.99128 -1.23044  C5 1.026
15 H -1.19244 2.77996 0.26999  C5 1.156
16 H 0.26912 2.35281 -0.76009  C5 1.101
17 H -1.01869 0.67707 1.14315  N6 0.977
18 H 4.30614 1.02160 1.42581  O20 0.917
19 H 3.68656 2.35179 0.88852  O20 1.024
20 O 4.48404 1.71014 0.84713  H18 0.917, H19 1.024

Computed properties:
**Relative energy (zero: lowest compared OMol25 entry of this formula, charge and spin)**: 323.6 kJ/mol
**Orbital gap**: 9.174 eV
**Energy**: -8930.657 eV
**SMILES**: C=C(CC)NC.O

One molecule with the formula C5H13NO at a distorted geometry, computed with ωB97M-V with the def2-TZVPD basis set.

Each atom is followed by the atoms it is bonded to, with distances in Å.
Atoms and positions in Å:
1 C 0.19231 -0.19930 -2.41801  C2 1.533, H8 1.121, H9 1.111, H10 1.047
2 C 0.67772 -0.53001 -1.00224  C1 1.533, C3 1.573, N7 1.568, H11 1.033
3 C 0.35988 0.65672 -0.01923  C2 1.573, C4 1.493, H12 1.176, H13 1.095
4 C -0.99801 1.10272 0.41358  C3 1.493, C5 1.600, H14 1.151, H15 1.053
5 C -1.37419 0.48606 1.84082  C4 1.600, O6 1.480, H16 1.147, H17 1.115
6 O -1.10360 -0.95837 2.01476  C5 1.480, H18 1.021
7 N 2.23237 -0.65302 -0.84412  C2 1.568, H19 1.016, H20 1.049
8 H -0.86854 -0.34699 -2.74962  C1 1.121
9 H 0.78644 -0.74513 -3.18203  C1 1.111
10 H 0.23999 0.84480 -2.47398  C1 1.047
11 H 0.11400 -1.29146 -0.59134  C2 1.033
12 H 0.82803 0.48226 1.04489  C3 1.176
13 H 0.81724 1.54560 -0.46586  C3 1.095
14 H -1.92362 0.87784 -0.23329  C4 1.151
15 H -0.98160 2.12468 0.66627  C4 1.053
16 H -0.75009 1.14354 2.54308  C5 1.147
17 H -2.47261 0.46760 2.03056  C5 1.115
18 H -0.81671 -1.20824 2.96203  O6 1.021
19 H 2.43368 -1.06158 -1.75260  N7 1.016
20 H 2.64973 0.30802 -0.89682  N7 1.049

Computed properties:
**Relative energy (zero: lowest compared OMol25 entry of this formula, charge and spin)**: 250.6 kJ/mol
**Orbital gap**: 10.630 eV
**Energy**: -8931.414 eV
**SMILES**: C[C@@H](N)CCCO

A 2-piece molecular cluster, C5H13NO overall at a distorted geometry, computed with ωB97M-V with the def2-TZVPD basis set.

Each atom is followed by the atoms it is bonded to, with distances in Å.
Atoms and positions in Å:
1 C 2.09307 -0.71528 1.39052  C2 1.551, H3 1.100, H4 1.100, H5 1.093
2 C 1.19262 -0.36428 2.60388  C1 1.551, H6 1.107, H7 1.114, H8 1.107
3 H 3.13639 -0.76827 1.73466  C1 1.100
4 H 1.69049 -1.68422 1.06102  C1 1.100
5 H 2.10386 0.08994 0.65196  C1 1.093
6 H 0.11015 -0.40032 2.37267  C2 1.107
7 H 1.58569 0.65375 2.82981  C2 1.114
8 H 1.43946 -1.01593 3.46430  C2 1.107
9 C -1.02253 0.13655 -0.41928  C10 1.531, C11 1.554, H14 1.061, H15 1.091
10 C -2.44788 0.49178 -0.84949  C9 1.531, H16 1.086, H19 1.073, H20 1.088
11 C -0.13031 -0.06883 -1.67485  C9 1.554, O12 1.215, N13 1.363
12 O 0.69551 -0.95822 -1.73962  C11 1.215
13 N -0.20429 0.82710 -2.69982  C11 1.363, H17 1.003, H18 1.023
14 H -0.65039 0.89244 0.22601  C9 1.061
15 H -0.82580 -0.84614 0.01284  C9 1.091
16 H -2.88605 -0.48253 -1.04679  C10 1.086
17 H 0.52084 0.67054 -3.37487  N13 1.003
18 H -0.84890 1.62085 -2.70205  N13 1.023
19 H -2.51266 0.99574 -1.79500  C10 1.073
20 H -3.03926 0.92531 -0.04592  C10 1.088

Computed properties:
**Relative energy (zero: lowest compared OMol25 entry of this formula, charge and spin)**: 71.1 kJ/mol
**Orbital gap**: 10.574 eV
**Energy**: -8933.274 eV
**SMILES**: CCC(N)=O.CC

A 2-piece molecular cluster, C5H13NO overall at a distorted geometry, computed with ωB97M-V with the def2-TZVPD basis set.

Each atom is followed by the atoms it is bonded to, with distances in Å.
Atoms and positions in Å:
1 C -0.35572 -0.92501 -0.64568  C2 1.585, N6 1.431, H7 1.091, H8 1.083
2 C 1.15713 -0.99274 -0.17877  C1 1.585, C3 1.556, H9 1.104, H10 1.096
3 C 1.65260 -0.08910 0.98721  C2 1.556, C5 1.549, H11 1.089, H12 1.096
4 C 0.26646 1.96404 1.42896  C5 1.330, H13 1.093, H14 1.080
5 C 1.33286 1.41983 0.84956  C3 1.549, C4 1.330, H15 1.086
6 N -0.70548 0.31666 -1.26556  C1 1.431, H16 0.998, H17 1.012
7 H -0.87334 -1.28057 0.24672  C1 1.091
8 H -0.47815 -1.67073 -1.42085  C1 1.083
9 H 1.35094 -1.99166 0.24933  C2 1.104
10 H 1.70742 -0.86021 -1.11758  C2 1.096
11 H 2.74029 -0.10996 0.94620  C3 1.089
12 H 1.37696 -0.35728 2.01338  C3 1.096
13 H 0.19750 3.05086 1.33067  C4 1.093
14 H -0.41121 1.62394 2.19751  C4 1.080
15 H 2.07116 1.99375 0.29638  C5 1.086
16 H -0.89260 1.21711 -0.87686  N6 0.998
17 H -0.11698 0.54209 -2.05739  N6 1.012
18 H -3.74173 -1.09538 -0.35774  O20 0.962
19 H -3.12289 -1.13087 -1.71942  O20 0.952
20 O -3.15521 -1.62477 -0.90607  H18 0.962, H19 0.952

Computed properties:
**Relative energy (zero: lowest compared OMol25 entry of this formula, charge and spin)**: 223.7 kJ/mol
**Orbital gap**: 9.453 eV
**Energy**: -8931.693 eV
**SMILES**: C=CCCCN.O

Question: Look up the relative energy (zero: lowest compared OMol25 entry of this formula, charge and spin) of the second one.
Answer: 159.3 kJ/mol

Question: The lowest relative energy (zero: lowest compared OMol25 entry of this formula, charge and spin) belongs to which entry?
Answer: number 5

Question: Among the records above, which one has the highest relative energy (zero: lowest compared OMol25 entry of this formula, charge and spin)?
Answer: number 3

Question: The highest relative energy (zero: lowest compared OMol25 entry of this formula, charge and spin) belongs to which entry?
Answer: number 3